Record 1
Entry from the Open Molecules 2025 dataset: a structure of composition C17H19N5O5PPtSbSe4 (wB97M-V/def2-TZVPD).

Values from the calculation:
charge = -2
relative energy (zero: lowest compared OMol25 entry of this formula, charge and spin) = 0.00 kJ/mol
frontier orbital gap = 5.3 eV
DFT total energy = -316089.36889 eV
HOMO level = -1.362 eV
maximum force = 0.73 eV/A

Geometry as XYZ:
```
53
Properties=species:S:1:pos:R:3:forces:R:3:lowdin_charge:R:1
Pt 0.31328 -1.45558 0.21930 -0.5 0.0 -0.5 0.732
N -0.45491 -1.32432 4.22125 0.1 0.0 0.0 0.050
C -0.93034 -1.64573 3.01513 0.1 -0.1 0.0 -0.162
N -0.02843 -1.26593 2.13687 0.1 0.1 0.3 -0.106
C 0.98993 -0.72867 2.86662 -0.1 0.0 -0.1 -0.322
N 0.77118 -0.74803 4.15195 -0.1 -0.1 0.1 0.146
C 2.14498 -0.24746 2.11955 0.1 -0.1 -0.2 -0.198
C 3.25044 0.38849 2.65067 0.1 0.1 0.0 -0.066
N 4.25592 0.79955 1.88555 0.0 0.0 0.0 0.078
C 4.14501 0.57615 0.57745 -0.1 0.0 0.1 -0.118
C 3.05350 -0.07347 0.02384 0.0 0.1 0.1 -0.080
N 2.06937 -0.49097 0.80339 0.0 -0.3 0.1 -0.015
H -0.86072 -1.55541 5.10948 0.0 0.0 0.0 0.154
H -1.84699 -2.18498 2.81669 0.0 0.0 0.0 0.024
H 3.31226 0.57296 3.71531 0.0 0.0 0.0 0.116
H 4.95376 0.92444 -0.05360 0.0 0.0 0.0 0.097
H 2.93411 -0.25072 -1.03586 0.0 0.0 0.0 0.107
C -0.74829 -3.09207 -3.46787 0.0 0.0 0.0 -0.201
P 0.85224 -2.74101 -2.75302 0.0 0.0 -0.1 0.571
C 1.51700 -4.28951 -2.17420 0.0 0.0 0.1 -0.224
C 1.89246 -2.22011 -4.13538 0.0 0.0 0.0 -0.183
O 0.88418 -1.58597 -1.77286 0.1 0.1 0.0 -0.544
H -0.72571 -4.07884 -3.93325 0.0 0.0 0.0 0.054
H -1.01567 -2.32057 -4.19091 0.0 0.0 0.0 0.053
H -1.47653 -3.10920 -2.65398 0.0 -0.1 0.0 -0.042
H 1.90281 -4.84831 -3.03053 0.0 0.0 0.0 0.055
H 0.73097 -4.87972 -1.69115 0.0 0.0 0.0 -0.053
H 2.29555 -4.10976 -1.43352 0.0 0.0 0.0 0.021
H 1.83436 -2.93585 -4.95626 0.0 0.0 0.0 0.048
H 2.92599 -2.13589 -3.79833 0.0 0.0 0.0 0.048
H 1.54414 -1.24343 -4.47189 0.0 0.0 0.0 0.051
Se -1.66640 -6.27455 -1.06896 0.0 0.1 0.1 -0.317
Sb -1.26005 -4.73362 0.79833 0.0 0.0 0.1 -0.342
Se -1.91472 -2.40024 -0.12382 0.3 -0.1 0.0 0.010
Se 1.13189 -4.59460 1.37235 0.0 0.0 0.1 -0.263
Se -2.63706 -4.90678 2.82915 0.0 0.0 -0.1 -0.331
O 0.51322 1.73820 1.65053 0.0 0.2 0.0 -0.049
C 0.07774 2.13103 0.54060 -0.1 0.0 0.0 -0.649
O 0.37002 1.72943 -0.60085 0.2 0.1 0.0 -0.049
C -0.96678 3.25991 0.60288 0.0 0.0 0.0 -0.118
C -1.53163 3.63423 1.81475 0.0 0.1 0.0 -0.029
C -2.48579 4.65537 1.89981 0.0 -0.1 0.1 -0.005
C -2.82862 5.27557 0.72532 0.0 0.0 0.0 -0.231
O -3.72257 6.31642 0.53520 0.0 0.1 0.0 0.003
C -3.77735 6.51578 -0.87244 0.0 0.0 0.0 -0.174
O -2.78506 5.71160 -1.48879 0.0 0.1 0.0 0.009
C -2.26893 4.91109 -0.47891 0.0 -0.1 -0.1 -0.205
C -1.34249 3.90650 -0.58105 0.0 -0.1 0.0 0.063
H -1.19941 3.10454 2.69759 0.0 0.0 0.0 0.106
H -2.93668 4.94453 2.84043 0.0 0.0 0.0 0.106
H -3.58150 7.56810 -1.09454 0.0 0.0 0.0 0.125
H -4.76802 6.22650 -1.24295 0.0 0.0 0.0 0.127
H -0.90565 3.58089 -1.51507 0.0 0.0 0.0 0.122
```
Positions in Å, forces in eV/Å.



Record 2
Entry from the Open Molecules 2025 dataset: an isolated molecule of C17H19NO3 (wB97M-V/def2-TZVPD).

Values from the calculation:
relative energy (zero: lowest compared OMol25 entry of this formula, charge and spin) = 47.13 kJ/mol
frontier orbital gap = 8.8 eV
DFT total energy = -25570.42905 eV
SMILES string = Cc1ccc(C)c(C(=O)[C@@H](C)OC(=O)c2cccn2C)c1
HOMO level = -8.450 eV
maximum force = 0.72 eV/A

Geometry as XYZ:
```
40
Properties=species:S:1:pos:R:3:forces:R:3:lowdin_charge:R:1
C 1.59911 1.59007 4.64711 -0.1 0.0 0.0 -0.050
C 1.54215 0.40128 3.73637 0.1 0.0 0.1 -0.269
C 1.76914 -0.88186 4.21966 -0.1 0.2 -0.2 -0.030
C 1.68552 -1.96840 3.37326 0.0 0.0 0.0 -0.033
C 1.37886 -1.82912 2.02427 0.0 0.2 0.0 -0.192
C 1.30354 -3.05532 1.17716 0.0 -0.2 -0.1 -0.043
C 1.15280 -0.53320 1.51888 0.1 -0.4 0.5 -0.080
C 0.83453 -0.33782 0.08845 -0.1 0.4 -0.3 -0.287
O 0.69102 -1.24404 -0.70018 0.1 0.1 0.1 0.119
C 0.72480 1.11015 -0.43150 -0.1 0.0 0.2 -0.291
C 2.11290 1.70150 -0.65027 -0.4 -0.1 -0.1 0.000
O 0.07016 1.08821 -1.69303 0.1 0.1 -0.1 0.032
C -1.20041 0.64105 -1.66141 -0.2 0.0 0.4 -0.416
O -1.78183 0.39304 -0.62437 0.1 0.1 -0.2 0.109
C -1.75792 0.53985 -2.99556 0.4 0.2 -0.4 -0.145
C -1.17703 0.87679 -4.21028 -0.1 -0.1 0.4 -0.012
C -2.11292 0.59882 -5.20604 -0.1 0.0 -0.1 -0.076
C -3.23208 0.09874 -4.57587 0.0 0.0 -0.4 -0.084
N -3.01830 0.06552 -3.24763 0.2 0.1 0.0 -0.097
C -3.95030 -0.40574 -2.26346 -0.4 -0.2 0.6 -0.015
C 1.23705 0.55346 2.39511 0.0 -0.2 -0.1 0.015
H 1.94871 2.47213 4.11542 0.0 0.1 0.0 0.077
H 2.25917 1.40094 5.49020 0.0 0.1 0.1 0.076
H 0.60447 1.80572 5.03840 0.0 0.1 0.1 0.085
H 2.00880 -1.02838 5.26312 0.0 0.0 0.1 0.113
H 1.86219 -2.95891 3.76799 0.0 -0.1 0.0 0.110
H 0.30771 -3.15872 0.74973 0.0 -0.1 -0.1 0.090
H 1.53454 -3.94037 1.76625 0.0 0.0 0.1 0.076
H 1.99680 -2.99033 0.34038 0.0 -0.1 0.0 0.088
H 0.12094 1.71575 0.25465 0.2 -0.1 -0.1 0.146
H 2.02515 2.71370 -1.03708 0.0 0.1 0.0 0.088
H 2.64567 1.09601 -1.37919 0.1 -0.1 0.0 0.096
H 2.67314 1.71452 0.28012 0.1 0.0 0.1 0.081
H -0.19084 1.27540 -4.33509 0.2 0.1 0.0 0.109
H -1.99198 0.74210 -6.26139 0.0 0.0 -0.2 0.092
H -4.16100 -0.23417 -4.99799 -0.2 -0.1 0.0 0.118
H -4.84176 -0.78057 -2.76428 0.1 0.0 0.0 0.091
H -3.50085 -1.20183 -1.66855 -0.1 0.1 -0.1 0.099
H -4.22553 0.40019 -1.58104 0.0 -0.1 -0.1 0.098
H 1.05389 1.55385 2.03769 0.0 0.1 -0.1 0.112
```
Positions in Å, forces in eV/Å.



Record 3
Entry from the Open Molecules 2025 dataset: a structure of composition C17H20B2INO11S in a non-equilibrium geometry (wB97M-V/def2-TZVPD).

Values from the calculation:
frontier orbital gap = 7.1 eV
DFT total energy = -62254.58712 eV
HOMO level = -8.870 eV
maximum force = 1.39 eV/A

Geometry as XYZ:
```
53
Properties=species:S:1:pos:R:3:forces:R:3:lowdin_charge:R:1
C 1.43946 -1.16885 0.59798 0.6 0.4 -0.1 -0.051
O 0.52223 -0.63333 -0.35654 0.2 -0.4 0.6 0.022
B -0.79120 -0.57466 -0.01715 -0.6 -0.1 -0.1 -0.695
O -1.68727 -1.04856 -0.90554 -0.3 0.4 -1.1 0.200
C -1.36285 0.05130 1.32948 0.0 -0.1 0.4 -0.239
O -2.65008 -0.46460 1.81114 0.0 0.6 0.3 -0.137
S -2.97059 0.41458 3.11242 0.4 -0.3 0.4 0.607
O -4.31663 0.82075 3.06856 -0.9 0.7 -0.8 -0.197
O -2.54019 -0.21165 4.29523 0.8 -0.6 0.7 -0.197
O -1.92122 1.64080 2.83656 -1.3 -0.3 -0.3 -0.229
C -1.61800 1.55569 1.41737 1.3 0.1 -0.3 -0.651
I 0.31749 2.47845 1.14013 -0.2 0.1 0.1 1.207
B -2.82090 2.18977 0.54025 0.1 0.6 -0.2 -0.643
O -3.35671 1.35510 -0.36503 -0.7 -0.9 0.3 0.218
N -3.37498 3.53561 0.66814 0.3 -0.1 0.7 -0.113
C -4.13418 3.76434 1.89917 -0.3 0.1 -0.3 -0.078
C -2.40289 4.61012 0.44189 -0.4 -0.5 -0.1 -0.114
H 1.59196 -2.23009 0.44197 -0.2 -0.2 -0.2 0.091
H 2.38925 -0.67003 0.45768 0.2 0.1 -0.1 0.086
H 1.14293 -1.00216 1.62755 -0.2 0.1 0.1 0.084
H -1.27382 -1.03096 -1.78925 -0.3 -0.5 0.4 0.138
H -0.72576 -0.11681 2.19324 0.8 -0.2 -0.2 0.120
H -4.31404 1.52112 -0.42230 0.4 0.3 -0.6 0.146
H -4.92014 3.02870 2.00217 -0.1 -0.3 0.1 0.078
H -3.53156 3.74349 2.80705 0.2 0.1 0.1 0.089
H -4.63178 4.72435 1.81844 0.0 0.3 0.1 0.087
H -1.81397 4.36115 -0.43236 0.2 0.1 -0.2 0.071
H -1.73093 4.74274 1.28521 0.1 0.3 0.2 0.055
H -2.94057 5.52636 0.22716 -0.1 0.3 0.1 0.087
C 5.65322 2.28778 -1.49573 0.0 0.0 0.0 0.024
C 4.66689 2.94988 -0.89780 0.0 0.0 0.0 0.023
C 4.36698 2.74637 0.54020 0.0 0.0 0.0 -0.392
O 3.46495 3.34716 1.08596 -0.1 0.0 0.0 0.018
C 5.20636 1.77947 1.28880 0.0 0.0 0.0 0.021
C 6.19286 1.11661 0.69170 0.0 0.0 0.0 0.024
C 6.49508 1.31927 -0.74830 0.0 0.0 0.0 -0.385
O 7.39403 0.71804 -1.29197 0.0 0.0 0.0 0.113
H 5.88948 2.41972 -2.54373 0.0 0.0 0.0 0.123
H 4.04151 3.66015 -1.42341 0.0 0.0 0.0 0.123
H 4.96870 1.64822 2.33688 0.0 0.0 0.0 0.124
H 6.81714 0.40613 1.21808 0.0 0.0 0.0 0.123
C -0.87990 -6.65836 -3.29047 0.1 0.0 0.0 0.021
C 0.28433 -6.19595 -2.84337 0.0 0.0 0.0 0.020
C 0.36007 -4.94021 -2.05635 0.0 0.0 0.0 -0.381
O 1.42022 -4.51529 -1.64782 0.0 0.0 0.0 0.104
C -0.90870 -4.22177 -1.78611 0.0 0.0 0.0 0.027
C -2.07365 -4.68276 -2.23201 0.0 0.0 0.0 0.033
C -2.15120 -5.93908 -3.01964 0.0 0.0 0.0 -0.385
O -3.21027 -6.36273 -3.42620 0.0 0.0 0.0 0.110
H -0.95914 -7.57128 -3.86663 0.0 0.0 0.0 0.122
H 1.22154 -6.70497 -3.02861 0.0 0.0 0.0 0.121
H -0.83038 -3.30934 -1.21091 0.0 0.0 0.0 0.099
H -3.00957 -4.17152 -2.04471 0.0 0.0 0.0 0.126
```
Positions in Å, forces in eV/Å.



Record 4
Entry from the Open Molecules 2025 dataset: an isolated molecule of C17H20BClNO4PS2 in a non-equilibrium geometry (wB97M-V/def2-TZVPD).

Values from the calculation:
frontier orbital gap = 7.4 eV
DFT total energy = -71774.41085 eV
SMILES string = CCCOc1cccc2c1N(B(O)CC)c1c(cc(P(O)O)c(Cl)c1S)S2
HOMO level = -8.250 eV
maximum force = 5.66 eV/A

Geometry as XYZ:
```
47
Properties=species:S:1:pos:R:3:forces:R:3:lowdin_charge:R:1
C 4.07873 2.01975 -1.18065 0.4 -0.2 0.0 -0.142
C 4.36112 0.41266 -1.01877 1.0 0.5 -0.9 -0.222
C 3.08435 -0.55070 -1.40757 1.0 -1.0 1.9 -0.214
O 1.98534 0.14408 -2.10663 -1.8 -3.2 0.3 -0.179
C 0.84827 -0.82753 -2.22921 -1.6 -2.2 -0.3 -0.058
C 1.10575 -2.14616 -3.22103 -2.9 -0.2 1.4 0.003
C -0.01612 -3.34911 -3.44738 -1.1 4.4 3.4 -0.044
C -1.45074 -3.15861 -2.61957 2.6 2.2 0.5 -0.067
C -1.70728 -1.86170 -1.63612 3.3 0.1 -1.2 -0.348
C -0.58566 -0.64481 -1.39388 1.5 -3.3 -2.8 -0.050
N -0.80854 0.52625 -0.46060 -2.0 -2.5 0.5 0.003
B -1.61793 1.64239 -1.09578 -2.5 1.4 -0.9 -0.401
O -3.12291 1.64613 -1.04364 3.4 2.1 0.3 0.002
C -0.95729 2.98022 -1.85749 0.1 0.8 0.4 -0.150
C 0.57780 3.30940 -1.38313 0.6 0.0 -0.7 -0.161
C -1.38339 0.08989 0.88432 -0.9 -1.0 3.6 -0.109
C -2.65583 -0.98488 1.03694 1.8 1.3 2.4 -0.337
C -3.27756 -1.44906 2.49202 3.6 2.6 -0.4 -0.036
C -2.58032 -0.83927 3.88113 1.9 0.6 -4.6 -0.311
P -3.24925 -1.34760 5.63840 0.7 -1.7 0.4 0.908
O -4.13486 -2.85056 5.30357 3.6 1.4 -1.2 -0.377
O -1.81920 -1.93285 6.51513 -1.0 -0.4 -3.5 -0.396
C -1.30203 0.20123 3.68930 -1.5 -1.3 -2.4 -0.513
Cl -0.47515 0.85032 5.22528 -1.4 -1.0 -2.4 0.501
C -0.69182 0.68980 2.24428 -2.7 -3.2 0.3 -0.445
S 0.77832 1.86595 2.24117 -0.5 -1.7 -0.1 0.649
S -3.31760 -1.64251 -0.63084 2.5 0.3 0.8 0.825
H 3.12819 2.27866 -0.54874 1.8 -0.2 -1.5 0.056
H 3.97123 2.29673 -2.33506 -0.1 -0.6 2.7 0.094
H 5.00438 2.65771 -0.78801 -2.0 -1.5 -0.7 0.086
H 5.25337 0.15508 -1.76427 -1.9 0.5 1.6 0.109
H 4.79817 0.17621 0.06546 -1.3 0.4 -2.3 0.117
H 2.63443 -0.98178 -0.39409 0.9 0.8 -2.1 0.137
H 3.52308 -1.47336 -2.00099 -1.2 1.9 0.9 0.119
H 2.16963 -2.21713 -3.75730 -2.7 0.2 1.3 0.100
H 0.14614 -4.29858 -4.11378 -0.2 2.2 1.4 0.085
H -2.29378 -3.99451 -2.71158 2.0 2.2 0.3 0.094
H -3.37246 2.63176 -1.13320 0.4 -2.4 -0.1 0.112
H -1.60633 3.93811 -1.56407 1.1 -2.1 -0.7 0.108
H -1.04464 2.90661 -3.04269 0.2 0.0 2.6 0.122
H 1.25760 3.20906 -2.34668 -1.2 0.3 2.2 0.083
H 0.96510 2.54925 -0.57979 -0.9 1.4 -1.6 0.012
H 0.70905 4.40420 -0.94054 -0.4 -2.3 -1.0 0.090
H -4.16886 -2.21952 2.58078 2.1 1.9 -0.3 0.099
H -3.45003 -3.38580 4.76838 -1.7 0.7 1.1 0.061
H -1.23644 -2.46616 5.86731 -1.1 1.2 1.5 0.073
H 1.94601 1.04075 2.31962 -1.9 0.5 -0.1 -0.090
```
Positions in Å, forces in eV/Å.



> What is the frontier orbital gap in the third record?

7.1 eV